[1]
Computed, not measured: a molecular structure, C28H26N4O6RuS, with ωB97M-V/def2-TZVPD.

## Properties
Expectation value of S²: 8.76
Relative energy (zero: lowest compared OMol25 entry of this formula, charge and spin): 0.0 kJ/mol
Max |F|: 0.6 eV/Å
Frontier orbital gap (alpha / beta): 7.7073 / 7.3467 eV
Lowest unoccupied orbital energy (alpha / beta): 2.5 / 1.5 eV

ORCA input file:
```
! RIJCOSX wB97M-V def2-TZVPD def2/J DEFGRID3
* xyz -1 6
Ru 1.04269 0.13815 -0.29935
S 3.41384 0.78488 0.52191
O 3.07974 -0.66205 0.70228
O 4.77054 1.15200 0.78301
O -1.23203 3.16610 1.72484
O 2.36784 1.50448 1.29928
O 0.24428 -3.61160 1.52642
O 2.97868 1.03580 -0.93946
N -0.12719 -0.14307 1.56729
N 0.34939 0.23558 -2.53448
N -0.32248 1.87655 0.03594
N 0.46200 -2.00112 -0.12115
C -1.84002 2.54457 -1.71481
C -0.70028 2.14871 1.28690
C 0.34500 -2.96899 -1.14726
C -0.55914 -0.32631 4.20714
C -1.24855 4.35084 -3.19763
C -0.73855 0.89516 3.57085
C 0.29008 -2.44795 1.14228
C 0.01976 -1.32568 2.13409
C 0.19125 3.83083 -1.32786
C 0.80931 1.08098 -4.70943
C 1.22777 -4.08487 -3.08512
C -0.09839 0.18955 -5.25759
C -0.90057 -3.58715 -1.36503
C -0.19168 -1.46347 3.49789
C 0.00924 -4.70217 -3.30372
C -2.07886 -3.28619 -0.48813
C -2.80401 1.49014 -1.26415
C 1.01119 1.06721 -3.34173
C 1.41606 -3.21408 -2.01710
C -0.78271 -0.67528 -4.42379
C -0.49613 0.95191 2.20671
C -0.53028 -0.61664 -3.06330
C 1.40667 4.10026 -0.49789
C -0.66792 2.77768 -0.99077
C -0.11582 4.60506 -2.44091
C -1.04748 -4.44822 -2.44241
C 2.74332 -2.55977 -1.81159
C -2.11167 3.33006 -2.82537
H -2.00944 -4.91852 -2.60858
H 0.54887 5.41682 -2.71368
H 2.05627 3.22575 -0.44535
H 3.47941 -2.98203 -2.49951
H -3.01341 3.14342 -3.39628
H -3.32167 1.80750 -0.35684
H 1.11497 4.33206 0.52716
H -1.98609 -3.78382 0.47725
H -0.07815 -2.43019 3.96339
H 1.71904 1.72993 -2.85884
H 2.71748 -1.47840 -1.99787
H -0.26962 0.16847 -6.32583
H -0.72083 -0.39775 5.27585
H -3.00533 -3.60926 -0.96369
H -1.46686 4.95582 -4.06866
H 1.96805 4.94150 -0.90291
H 2.06147 -4.27571 -3.74867
H 1.36042 1.77735 -5.32241
H -1.05725 1.78325 4.09465
H -2.29377 0.55865 -1.01525
H -0.11787 -5.37544 -4.14178
H -3.55217 1.29200 -2.03128
H 3.09849 -2.66797 -0.78891
H -1.04768 -1.26348 -2.37080
H -2.14996 -2.21492 -0.28141
H -1.49208 -1.39580 -4.80234
*
```

***

[2]
Computed, not measured: C4H4N2O in the gas phase in a non-equilibrium geometry, with ωB97M-V/def2-TZVPD.

## Properties
Relative energy (zero: lowest compared OMol25 entry of this formula, charge and spin): 422.3 kJ/mol
Max |F|: 8.4 eV/Å
SMILES: OC=C1C=NN=C1
Frontier orbital gap: 8.2982 eV
Lowest unoccupied orbital energy: -1.1 eV

ORCA input file:
```
! RIJCOSX wB97M-V def2-TZVPD def2/J DEFGRID3
* xyz 0 1
O -2.46736 0.06005 -0.24837
N 2.07144 0.12583 0.28011
N 1.56637 0.80970 -0.72496
C -0.22863 -0.40123 0.25139
C 1.03620 -0.63801 0.76283
C -1.51326 -0.70174 0.42792
C 0.34588 0.66967 -0.73152
H 1.35227 -1.47975 1.48415
H -2.12800 -1.42892 1.21630
H -0.41022 1.25222 -1.44278
H -2.38103 1.05509 -0.42057
*
```

***

[3]
Computed, not measured: 2 unconnected molecules or ions with the total composition CH3N2OP in a non-equilibrium geometry, with ωB97M-V/def2-TZVPD.

## Properties
Relative energy (zero: lowest compared OMol25 entry of this formula, charge and spin): 350.9 kJ/mol
Max |F|: 5.8 eV/Å
Frontier orbital gap: 7.9731 eV
Lowest unoccupied orbital energy: 0.1 eV

ORCA input file:
```
! RIJCOSX wB97M-V def2-TZVPD def2/J DEFGRID3
* xyz 0 1
P 2.80889 -1.16556 -0.27585
O 0.31300 -0.17934 -0.06213
N 3.91968 1.06282 0.62670
N 3.45375 0.25667 -0.06134
C -0.03661 0.97813 0.10342
H 0.36948 1.87945 -0.34897
H -0.86378 1.24309 0.82692
H 2.39445 -0.77432 -1.69374
*
```

***

[4]
Computed, not measured: 13 unconnected molecules or ions with the total composition F6H24O12P in a non-equilibrium geometry, with ωB97M-V/def2-TZVPD.

## Properties
Relative energy (zero: lowest compared OMol25 entry of this formula, charge and spin): 81.3 kJ/mol
Max |F|: 1.5 eV/Å
Frontier orbital gap: 10.0346 eV
Lowest unoccupied orbital energy: 2.1 eV

ORCA input file:
```
! RIJCOSX wB97M-V def2-TZVPD def2/J DEFGRID3
* xyz -1 1
P -0.37338 0.05184 0.34926
F 1.12689 0.46557 0.76606
F 0.02814 -0.04969 -1.22763
F -0.68455 1.63312 0.03832
F -1.89811 -0.34418 -0.04460
F -0.85852 0.28425 1.86430
F 0.07972 -1.47818 0.66671
O 1.80959 2.77024 -1.65940
O 1.52138 -1.17174 -3.38125
O -1.89249 1.84277 -2.64136
O 1.94525 0.49801 4.00866
O -0.26524 -3.95341 -0.56151
O 3.47988 -1.09881 1.82160
O -4.93697 -1.70070 -1.49201
O 0.82187 2.70091 2.59563
O 4.57675 0.74856 0.01697
O -2.57795 -0.74683 -3.37146
O 0.64671 -2.04452 3.19633
O -3.93517 1.69849 0.53204
H -4.90967 -2.43623 -0.87138
H 4.46564 1.69129 0.17877
H 2.77410 0.80269 4.39337
H 1.01576 -1.83639 -3.85851
H 0.23659 -1.67743 2.39235
H 4.15160 0.30386 0.78512
H -3.15267 1.16336 0.33352
H 1.10062 2.34732 -1.15997
H 0.04084 2.42431 2.09381
H -0.75394 -3.60476 -1.31193
H 2.89514 -1.26723 1.07267
H -3.69098 2.58694 0.25457
H -2.56948 -0.99251 -4.30396
H 2.92803 -0.60502 2.45372
H -4.01630 -1.42446 -1.58644
H 0.56158 3.51970 3.02898
H 1.13789 -1.15929 -2.49309
H -1.87668 -1.27581 -2.97112
H 1.02644 -1.26872 3.63698
H -2.28066 1.04489 -3.04330
H 2.27302 2.03890 -2.08323
H -1.51358 1.51376 -1.81452
H -0.15609 -3.19177 0.03431
H 1.69898 1.19688 3.36260
*
```